Computed, not measured: an isolated molecule of C16H17N3S at a distorted geometry, with ωB97M-V/def2-TZVPD.

## Properties
net charge: 0
SMILES: Cc1ccc(C#N)c(S[C@H](CCN)c2ccccc2)n1
LUMO energy: 0.27 eV
E_tot: -1182.3411 hartree
spin multiplicity: 1
orbital gap: 9.0 eV
HOMO: -8.75 eV

Each line ends with the Löwdin charge.
CARTESIAN COORDINATES (ANGSTROEM)
N 3.68 0.29 1.51  0.181
C 3.04 0.70 0.66  -0.207
N 0.36 2.07 -1.53  0.114
S 0.18 1.91 1.12  1.004
C 1.05 1.69 -0.41  -0.527
C 0.94 1.94 -2.72  -0.333
C 2.22 1.42 -2.87  -0.018
C 1.22 -3.05 0.34  -0.086
C 1.10 -2.47 1.60  -0.080
C 0.59 -2.49 -0.77  -0.072
C 2.94 1.05 -1.74  0.005
C 0.39 -1.33 1.78  -0.052
C -0.21 -1.36 -0.57  -0.045
C 2.33 1.16 -0.50  -0.235
C -0.29 -0.77 0.68  -0.287
N -3.89 -0.50 3.20  -0.023
C 0.15 2.47 -3.91  -0.037
C -2.99 -0.65 2.06  -0.291
C -2.06 0.57 1.99  -0.230
C -1.03 0.52 0.85  -0.514
H 2.63 1.34 -3.87  0.114
H 1.85 -3.94 0.22  0.107
H 1.63 -2.91 2.39  0.089
H 0.68 -3.04 -1.73  0.111
H 3.94 0.60 -1.78  0.134
H 0.29 -0.84 2.73  0.118
H -0.75 -0.95 -1.40  0.107
H -3.34 -0.58 4.08  0.080
H -4.64 -1.20 3.12  0.070
H 0.81 3.03 -4.60  0.082
H -0.39 1.61 -4.41  0.094
H -0.61 3.19 -3.53  0.083
H -2.44 -1.57 2.13  0.099
H -3.58 -0.70 1.14  0.118
H -1.51 0.66 2.94  0.102
H -2.69 1.46 1.88  0.115
H -1.59 0.67 -0.07  0.108